(1)
The following is a DFT calculation (ωB97M-V/def2-TZVPD) of a 2-piece molecular cluster, C3H6O2 overall.

Positions of all 11 atoms, in Å:
C1 0.67228 -0.12962 -1.45599
C2 -0.34593 -0.67490 -0.59006
C3 -0.51672 1.42288 1.91837
O1 -0.73028 0.09680 -1.63594
O2 -0.53009 -1.96447 -0.34400
H1 1.37652 0.67960 -1.28814
H2 1.22854 -0.76711 -2.26429
H3 -1.38358 0.76138 1.71892
H4 0.04707 1.78024 1.06444
H5 -0.05048 1.22960 2.90476
H6 0.23267 -2.43439 -0.02807

The molecular weight is 74.079 g mol⁻¹. The total energy comes out at -7297.06796 eV. The calculation puts the energy above the lowest of the compared OMol25 structures with the same formula, charge and spin at 6.610 eV. Its HOMO energy (spin up / spin down) is -8.857 / -8.010 eV. The calculation puts the largest force on an atom at 3.3 eV/Å. The value obtained for the LUMO energy (spin up / spin down) is 0.342 / 0.246 eV.

Löwdin population analysis, charges in e, atoms 1 to 8: C -0.113; C -0.376; C 0.066; O 0.044; O 0.094; H 0.092; H 0.139; H -0.015

(2)
The following is a DFT calculation (ωB97M-V/def2-TZVPD) of C20H36BNO40S8 as an isolated structure.

Positions of all 106 atoms, in Å:
N1 0.17530 6.85258 2.60097
H1 0.83633 7.58882 2.35084
H2 -0.55942 6.69255 1.91388
H3 -0.18587 7.13172 3.51402
H4 0.67587 5.94113 2.69034
O1 1.89247 1.95470 4.49178
C1 1.65835 2.01353 3.32017
O2 1.91009 1.03775 2.46163
B1 1.22619 1.38209 1.19976
O3 0.90965 2.84994 1.32791
C2 0.95236 3.17067 2.58454
O4 0.72700 4.25758 3.07394
O5 1.99373 1.11156 0.01048
C3 1.25429 0.41611 -0.85424
O6 1.59127 0.14969 -1.96801
C4 -0.08562 0.09301 -0.16701
O7 -0.05248 0.63303 1.03666
O8 -0.97747 -0.47266 -0.72241
C5 4.91769 -0.25263 -0.50633
C6 4.76795 -0.99873 -1.85717
O9 6.08852 -1.25887 -2.33379
S1 7.14054 -0.41231 -1.49264
O10 7.22230 0.91842 -1.98854
O11 8.30135 -1.19318 -1.30634
O12 6.28392 -0.35724 -0.13909
H5 4.31685 -0.80945 0.20851
H6 4.52791 0.75871 -0.59540
H7 4.16299 -0.46379 -2.58969
H8 4.19502 -1.91921 -1.74333
C7 -5.12357 -0.40826 3.38359
C8 -3.80934 -1.16030 3.23609
O13 -3.70511 -1.50813 1.86314
S2 -4.33591 -0.33197 0.96408
O14 -5.12768 -0.91505 -0.05638
O15 -3.37261 0.64243 0.60054
O16 -5.31541 0.22258 2.10909
H9 -5.02922 0.39625 4.11048
H10 -5.98071 -1.03392 3.62700
H11 -3.81354 -2.06161 3.84031
H12 -3.01997 -0.45806 3.51006
C9 -2.19579 1.66143 -3.59747
C10 -0.73901 1.67760 -4.13418
O17 -0.70229 0.72835 -5.19515
S3 -2.15735 0.33987 -5.74110
O18 -2.18624 -1.05704 -5.95063
O19 -2.53878 1.24840 -6.75625
O20 -2.89633 0.68056 -4.37258
H13 -2.71259 2.60157 -3.77607
H14 -2.22102 1.34051 -2.55955
H15 -0.04169 1.32487 -3.37753
H16 -0.48057 2.66255 -4.51929
C11 -0.38070 -1.76854 6.06055
C12 1.07132 -1.26404 6.14973
O21 1.22929 -0.67782 7.45408
S4 0.05817 -1.13755 8.43884
O22 -0.35877 -0.03798 9.22035
O23 0.37811 -2.38502 9.03237
O24 -0.99934 -1.34075 7.27577
H17 -0.42529 -2.85741 5.96546
H18 -1.02089 -1.41512 5.25371
H19 1.28854 -0.51451 5.38903
H20 1.83231 -2.03983 6.10151
C13 0.61214 -2.08427 -4.28058
C14 0.21953 -3.48058 -4.74612
O25 1.20638 -4.35872 -4.23562
S5 1.89533 -3.79192 -2.89446
O26 3.30077 -3.93916 -2.93684
O27 1.14443 -4.29732 -1.80099
O28 1.50290 -2.27592 -3.18135
H21 -0.21138 -1.45378 -3.96048
H22 1.18965 -1.55396 -5.03971
H23 0.19571 -3.51219 -5.83216
H24 -0.76519 -3.76336 -4.36534
C15 -0.93109 2.32227 6.35075
C16 -1.48806 1.69304 5.07005
O29 -2.71144 1.11952 5.47419
S6 -3.28928 1.71956 6.86821
O30 -3.34035 0.65831 7.80153
O31 -4.49535 2.43248 6.64605
O32 -2.08712 2.76839 7.04419
H25 -0.32702 3.20080 6.14430
H26 -0.33217 1.58241 6.88619
H27 -0.77859 0.98503 4.64727
H28 -1.66487 2.49614 4.34672
C17 -3.24060 -2.26892 -2.64793
C18 -2.45415 -3.24845 -1.78366
O33 -2.63323 -4.52939 -2.34758
S7 -3.95297 -4.58523 -3.26680
O34 -4.95125 -5.37772 -2.65027
O35 -3.57510 -4.86142 -4.60140
O36 -4.36435 -3.05558 -3.08410
H29 -2.81643 -1.79123 -3.52758
H30 -3.59719 -1.47232 -1.99442
H31 -2.79240 -3.23950 -0.74700
H32 -1.42650 -2.87227 -1.76633
C19 3.02101 1.06609 -4.68213
C20 2.96440 2.26709 -5.58545
O37 3.01535 1.70828 -6.91993
S8 3.79323 0.29692 -6.90340
O38 5.06027 0.48132 -7.50441
O39 2.90533 -0.72084 -7.33491
O40 3.96995 0.19441 -5.32099
H33 2.07111 0.52821 -4.68060
H34 3.33911 1.26011 -3.66360
H35 3.77199 2.99819 -5.59814
H36 2.01235 2.78587 -5.46626

The molecular weight is 1197.823 g mol⁻¹. The total energy comes out at -192069.51368 eV. The calculation puts the energy above the lowest of the compared OMol25 structures with the same formula, charge and spin at 0.259 eV. Its HOMO energy is -10.744 eV. The calculation puts the largest force on an atom at 2.1 eV/Å. The value obtained for the LUMO energy is -2.368 eV.

Löwdin population analysis, charges in e, atoms 1 to 8: N 0.306; H 0.154; H 0.156; H 0.156; H 0.090; O 0.164; C -0.388; O 0.251

(3)
The following is a DFT calculation (ωB97M-V/def2-TZVPD) of an isolated ion of composition C2H5N2 and charge +1.

Positions of all 9 atoms, in Å:
C1 -1.33368 1.59919 -0.47220
C2 0.63059 -0.92256 0.62639
N1 -0.52156 0.78233 -0.53299
N2 0.39217 -0.07206 -0.52442
H1 -2.07864 2.34900 -0.44361
H2 0.33508 -0.40428 1.53669
H3 0.07443 -1.85925 0.54955
H4 1.69491 -1.14440 0.67690
H5 0.80670 -0.32797 -1.41631

The molecular weight is 57.076 g mol⁻¹. The total energy comes out at -5125.30944 eV. The calculation puts the energy above the lowest of the compared OMol25 structures with the same formula, charge and spin at 1.737 eV. Its HOMO energy is -15.488 eV. The calculation puts the largest force on an atom at 3.4 eV/Å. The value obtained for the LUMO energy is -4.654 eV. As for the charge: +1. The SMILES is C#[N+]NC.

Löwdin population analysis, charges in e, atoms 1 to 8: C 0.343; C 0.000; N 0.041; N -0.011; H 0.125; H 0.104; H 0.102; H 0.104

(4)
The following is a DFT calculation (ωB97M-V/def2-TZVPD) of one molecule with the formula C2H4N2S3.

Positions of all 11 atoms, in Å:
C1 -0.20681 0.17871 -2.18208
C2 -0.43804 0.15382 0.29560
N1 0.91769 0.16973 -1.61855
N2 0.83991 -0.15683 -0.29428
S1 -1.59109 -0.10965 -1.17889
S2 -0.64303 1.80363 1.11045
S3 2.20844 0.11308 0.64396
H1 -0.26011 0.69937 -3.10962
H2 -0.66479 -0.60755 0.98053
H3 0.58901 2.38419 0.72029
H4 2.93989 1.03392 -0.05675

The molecular weight is 152.269 g mol⁻¹. The total energy comes out at -37622.33618 eV. The calculation puts the energy above the lowest of the compared OMol25 structures with the same formula, charge and spin at 2.088 eV. Its HOMO energy is -8.343 eV. The calculation puts the largest force on an atom at 1.7 eV/Å. The value obtained for the LUMO energy is 0.526 eV. The SMILES is S[C@H]1SC=NN1S.

Löwdin population analysis, charges in e, atoms 1 to 8: C -0.517; C -0.926; N -0.061; N -0.658; S 0.883; S 0.635; S 0.770; H 0.071

(5)
The following is a DFT calculation (ωB97M-V/def2-TZVPD) of a 3-piece molecular cluster, CH6NO4 overall.

Positions of all 12 atoms, in Å:
N1 1.89374 0.06136 -0.68039
C1 0.53674 -0.38547 -0.44907
O1 -0.00996 0.09392 0.56883
O2 0.09846 -1.21797 -1.26426
H1 2.04849 1.05291 -0.55656
H2 2.24284 -0.20259 -1.59108
H3 -2.17576 -1.44346 0.14600
H4 -2.20359 -0.79093 -1.19550
O3 -2.79185 -1.20090 -0.55176
H5 0.29745 1.56100 1.45334
H6 1.32619 2.04436 2.50547
O4 0.47512 2.26558 2.12189

The molecular weight is 96.062 g mol⁻¹. The total energy comes out at -10817.29890 eV. The calculation puts the energy above the lowest of the compared OMol25 structures with the same formula, charge and spin at 0.164 eV. Its HOMO energy is -4.917 eV. The calculation puts the largest force on an atom at 0.8 eV/Å. The value obtained for the LUMO energy is 4.106 eV. As for the charge: -1.

Löwdin population analysis, charges in e, atoms 1 to 8: N 0.076; C -0.815; O -0.077; O -0.071; H 0.053; H 0.050; H 0.012; H 0.006

Question: What is the formula in the fourth record?
Answer: C2H4N2S3

Question: Among the records above, which one has the highest energy above the lowest of the compared OMol25 structures with the same formula, charge and spin?
Answer: C3H6O2